Entry 1:
C37H65FN4O3P2S2 | ωB97M-V/def2-TZVPD

Cartesian coordinates (Å):
C 9.0777 1.9140 0.1778
C 8.2191 1.4871 -1.0290
O 7.3287 2.5391 -1.3620
C 6.8394 2.3822 -2.6858
C 5.3963 2.9125 -2.8384
C 5.3388 4.3919 -3.3173
C 5.2106 4.5203 -4.8612
C 3.7309 4.4887 -5.3462
C 3.2164 3.0605 -5.4738
C 3.7373 2.2558 -6.4783
C 3.2927 0.9760 -6.6560
F 3.8280 0.2405 -7.6646
C 2.3208 0.3954 -5.8617
C 1.8033 1.1905 -4.8462
C 2.2383 2.5038 -4.6271
C 1.6996 3.3836 -3.4958
C 0.6835 4.4287 -4.0442
C -0.3697 4.8747 -2.9833
C -1.3671 3.7013 -2.7612
C -1.8417 3.6539 -1.2703
C -1.4661 2.2695 -0.6556
C -1.8803 2.2784 0.8576
C -2.7262 1.0137 1.2362
C -4.1212 1.3841 1.7832
C -4.1253 2.3507 2.9962
C -2.9846 2.1323 3.9962
O -3.0957 0.8407 4.5883
C -1.8430 0.2012 4.7594
S 0.5195 0.5421 -3.7834
C 0.6778 -1.2301 -4.0581
C 1.3469 -1.7045 -5.1685
C 1.4262 -3.0930 -5.2995
C 0.8622 -3.9611 -4.3886
C 0.1773 -3.4390 -3.2974
C 0.0892 -2.0775 -3.1049
P -0.8150 -1.4190 -1.6533
S -1.5675 -2.8521 -0.5506
N 1.9379 -0.9345 -6.2044
H 9.3858 1.0309 0.7540
H 8.5000 2.6071 0.8062
H 9.9857 2.4412 -0.1488
H 8.9153 1.2816 -1.8637
H 7.6913 0.5422 -0.8102
H 6.7704 1.2938 -2.8886
H 7.5154 2.7876 -3.4617
H 4.8349 2.7244 -1.9116
H 4.9404 2.2613 -3.6037
H 4.4883 4.8766 -2.8149
H 6.2914 4.8664 -3.0385
H 5.8442 3.7926 -5.3885
H 5.6024 5.5224 -5.1102
H 3.6917 5.0136 -6.3148
H 3.1485 5.0927 -4.6455
H 4.5032 2.6180 -7.1680
H 1.2265 2.8049 -2.6898
H 2.5649 3.8815 -3.0323
H 0.1438 3.9576 -4.8829
H 1.1548 5.3405 -4.4364
H 0.1028 5.1964 -2.0440
H -0.9269 5.7446 -3.3675
H -0.8854 2.7346 -2.9595
H -2.2154 3.7629 -3.4589
H -2.9342 3.7422 -1.1756
H -1.3631 4.4416 -0.6712
H -0.3739 2.1533 -0.7137
H -2.0320 1.5277 -1.2288
H -0.9840 2.3681 1.4895
H -2.4746 3.1864 1.0359
H -2.8955 0.4315 0.3156
H -2.1454 0.3614 1.9013
H -4.7089 0.4712 1.9564
H -4.6369 1.9165 0.9615
H -4.0569 3.3875 2.6314
H -5.0744 2.2515 3.5438
H -1.9856 2.1922 3.5322
H -3.0292 2.9441 4.7468
H -1.0156 0.8957 4.9800
H -1.9389 -0.5541 5.5475
H -1.5618 -0.3295 3.8292
H 1.9507 -3.5422 -6.1488
H 0.9544 -5.0377 -4.5248
H -0.2982 -4.1197 -2.5883
H -1.8683 -0.5959 -2.1075
H 0.1041 -0.7013 -0.8555
H 2.7957 -1.3978 -6.4940
O -1.7374 -4.7084 5.7880
P -3.0737 -5.1907 5.2611
N -3.7038 -3.6731 4.7533
C -4.2780 -2.6620 5.6165
C -2.9968 -3.0798 3.6259
N -3.6392 -5.8158 6.7721
C -4.7434 -5.2950 7.5439
C -2.6146 -6.3261 7.6790
N -4.3901 -5.9907 4.4809
C -5.6056 -5.4169 3.9373
C -4.4600 -7.4420 4.6252
H -4.9288 -2.0119 5.0230
H -3.5194 -2.0461 6.1119
H -4.9394 -3.0777 6.3733
H -3.1039 -3.7177 2.7387
H -1.9253 -2.9625 3.8282
H -3.3935 -2.0999 3.3557
H -4.4729 -4.3733 8.0750
H -5.0610 -6.0249 8.2949
H -5.6272 -5.1160 6.9295
H -2.1378 -5.5206 8.2524
H -1.8390 -6.8585 7.1317
H -3.0490 -7.0382 8.3865
H -6.2605 -5.0263 4.7214
H -6.1724 -6.1700 3.3826
H -5.4055 -4.6250 3.2189
H -5.1493 -7.7255 5.4269
H -3.4800 -7.8582 4.8577
H -4.7889 -7.9174 3.6972

As for the SMILES: CCOCCCCCc1cc(F)c2c(c1CCCCCCCCCCCOC)Sc1c(cccc1[PH2]=S)N2.CN(C)P(=O)(N(C)C)N(C)C. The value obtained for the HOMO-LUMO gap is 8.07 eV. The net charge is 0. The HOMO energy is -7.78 eV.

---

Entry 2:
C27H46CrN2O4PSSb2 | ωB97M-V/def2-TZVPD

Cartesian coordinates (Å):
Cr -1.1072 -0.7672 1.6296
C -1.2378 -3.9527 -0.9010
Sb -1.3184 -1.8312 -0.8206
C -0.0074 -1.3588 -2.4231
C -3.1950 -1.4725 -1.7929
C -3.2533 -0.0914 -2.3778
C -2.7667 0.1151 -3.6683
C -2.7629 1.3716 -4.2508
C -3.2665 2.4539 -3.5455
C -3.7808 2.2590 -2.2745
C -3.7819 1.0007 -1.6720
C -4.3908 0.8573 -0.3094
Sb -2.9913 1.0986 1.2894
C -2.4360 3.1156 0.9559
C -4.3847 1.3129 2.8811
H -1.5715 -4.2848 -1.8833
H -1.8861 -4.3874 -0.1419
H -0.2145 -4.2943 -0.7505
H -0.4681 -1.6855 -3.3536
H 0.9277 -1.9001 -2.2889
H 0.1737 -0.2878 -2.4784
H -3.9968 -1.6775 -1.0855
H -3.2590 -2.2290 -2.5764
H -2.4115 -0.7336 -4.2414
H -2.3931 1.4992 -5.2598
H -3.2906 3.4385 -3.9937
H -4.2223 3.0961 -1.7447
H -4.9237 -0.0827 -0.1693
H -5.1130 1.6570 -0.1356
H -3.2760 3.7616 1.2071
H -2.1885 3.2334 -0.0982
H -1.5708 3.3889 1.5559
H -5.2041 1.9432 2.5377
H -3.9196 1.7943 3.7393
H -4.7858 0.3449 3.1781
C -2.7127 -1.9542 1.9680
H -2.2854 -2.9551 2.1017
H -3.5174 -2.0345 1.2376
H -3.1584 -1.6328 2.9147
C 1.8575 -1.8834 5.9570
O 1.3616 -1.3699 4.6848
P -0.0279 -1.8591 4.1076
O 0.3513 -2.0451 2.4764
C 1.0309 -3.2964 2.1496
O -0.7165 -0.4024 3.6294
C -1.4015 0.3725 4.6461
H 1.8792 -1.0591 6.6623
H 2.8604 -2.2575 5.7833
H 1.2148 -2.6824 6.3267
H 2.1044 -3.1317 2.1682
H 0.7112 -3.5977 1.1606
H 0.7595 -4.0618 2.8781
H -1.2800 1.4188 4.3828
H -0.9429 0.1963 5.6178
H -2.4516 0.0919 4.6707
C 3.5765 3.8238 -1.0234
C 2.0696 3.6945 -0.8513
C 1.4818 2.5239 -1.6251
N 2.0289 1.2278 -1.1898
C 1.5778 0.5004 -0.1968
S 0.2815 1.0682 0.7927
N 2.1259 -0.7047 0.1068
C 2.9439 -1.5807 -0.6692
O 2.6930 -2.7579 -0.5997
C 4.0321 -0.9993 -1.4778
C 4.3246 -1.5815 -2.7113
C 5.3733 -1.0853 -3.4670
C 6.1433 -0.0355 -2.9812
C 5.8702 0.5264 -1.7400
C 4.8088 0.0517 -0.9865
H 3.9506 4.7125 -0.5177
H 3.8501 3.9040 -2.0780
H 4.1057 2.9653 -0.6015
H 1.5694 4.5996 -1.2029
H 1.8092 3.5882 0.2050
H 1.7221 2.6031 -2.6862
H 0.3982 2.4765 -1.5254
H 2.8639 0.9032 -1.6631
H 1.6408 -1.1833 0.8526
H 3.7333 -2.4181 -3.0611
H 5.5998 -1.5248 -4.4290
H 6.9707 0.3406 -3.5688
H 6.4903 1.3252 -1.3558
H 4.6023 0.4745 -0.0091

Its multiplicity is 2. The value obtained for the HOMO-LUMO gap (alpha / beta) is 7.07 / 7.57 eV. The net charge is +2. The energy above the lowest of the compared OMol25 structures with the same formula, charge and spin is 0.0 kcal per mole. The HOMO energy (alpha / beta) is -13.28 / -13.24 eV. The expectation value of S² is 0.770.

---

Entry 3:
C17H27NO5 | ωB97M-V/def2-TZVPD

Cartesian coordinates (Å):
O -6.0576 5.6327 -2.1444
O -4.9270 1.0245 -3.8082
O -2.8638 -1.5972 0.2339
O -4.0915 6.7212 -2.6953
O -2.8788 1.7793 -3.0923
C -4.8768 5.6165 -2.5015
C -4.2317 1.9114 -3.3609
C -2.3373 -0.4865 0.1549
C 7.2535 -1.8178 -0.2066
C 6.4430 -2.5816 0.6243
C -4.2359 4.3184 -2.7803
C -4.9212 3.1650 -3.0664
N -2.0259 0.0397 -1.0677
C -2.2544 0.5063 -3.4784
C -2.0007 0.3338 1.4005
C 4.9344 -2.5756 0.5473
C -2.3110 -0.5540 -2.3921
C -1.3517 -0.4993 2.4958
C 4.3379 -2.1116 1.8699
C 0.1513 -0.5819 2.3034
C 2.7968 -2.1490 1.9031
C 0.8091 -1.5317 3.3257
C 2.3108 -1.4674 3.2165
H -3.2541 6.4533 -3.0706
H 8.3289 -1.8414 -0.1328
H 6.7727 -1.1515 -0.9409
H 6.9392 -3.1277 1.3934
H -3.1763 4.3934 -2.8161
H -5.9832 3.1054 -2.9887
H -1.7886 1.0132 -1.0700
H -1.1901 0.7249 -3.6748
H -2.6695 0.0461 -4.3859
H -1.3257 1.1485 1.1519
H -2.9233 0.7854 1.8254
H 4.6306 -1.8995 -0.2481
H 4.5416 -3.5670 0.3217
H -1.5842 -1.3654 -2.5929
H -3.3072 -1.0175 -2.3837
H -1.7333 -1.5271 2.5086
H -1.5908 -0.0335 3.4643
H 4.6663 -1.0669 2.0596
H 4.6646 -2.7801 2.6992
H 0.6380 0.4075 2.4147
H 0.4111 -0.8935 1.2900
H 2.4712 -1.5562 1.0303
H 2.4141 -3.1739 1.8553
H 0.4651 -2.5485 3.1402
H 0.5240 -1.2010 4.3327
H 2.6458 -0.4173 3.3068
H 2.7416 -2.0051 4.0292

As for the SMILES: C=CCCCCCCCCC(=O)NCCOC(=O)/C=C/C(=O)O. The value obtained for the HOMO-LUMO gap is 8.42 eV. The net charge is 0. The energy above the lowest of the compared OMol25 structures with the same formula, charge and spin is 73.4 kcal per mole. The HOMO energy is -9.40 eV.

---

Entry 4:
C3H8NO2S | ωB97M-V/def2-TZVPD

Cartesian coordinates (Å):
C -0.6323 0.3248 -0.2124
C 0.7476 -0.3288 -0.1669
S -0.0676 -0.9862 3.5916
C 0.4829 1.0507 -1.0932
N 0.3149 0.7145 -2.4667
O 0.8655 2.2017 -0.8632
H -0.7689 0.9505 0.7693
H -1.5029 0.1858 -0.8504
H 0.7266 -1.2972 -0.5785
H 1.3633 -0.3509 0.7044
H 0.4971 0.0402 3.1673
H -1.6387 -2.3173 -2.5061
H 0.2767 1.4778 -3.0737
H -0.3078 -0.1033 -2.7848
O -1.2852 -1.4628 -2.4133

The value obtained for the HOMO-LUMO gap is 3.47 eV. The net charge is -1. The energy above the lowest of the compared OMol25 structures with the same formula, charge and spin is 177.6 kcal per mole. The HOMO energy is -3.48 eV.